Record 1
Below is a molecular structure, C30H32BrN7O2SSeV, with properties calculated with the ωB97M-V functional and the def2-TZVPD basis.

Last column: Mulliken charge in e.
Geometry (Å):
V: 0.040 0.397 0.016  0.259
O: 3.685 0.452 0.888  -0.642
C: 4.370 -0.327 -0.001  0.614
C: 5.745 -0.436 0.143  -0.718
C: 6.472 -1.221 -0.737  -0.390
C: 5.841 -1.892 -1.775  -0.777
C: 4.467 -1.779 -1.912  -0.625
C: 3.715 -1.015 -1.027  0.279
C: 2.213 -1.016 -1.141  0.078
O: 1.627 0.237 -0.915  -0.708
N: 1.681 -1.938 -0.115  -0.296
N: 0.317 -1.767 0.062  0.914
C: -0.425 -2.797 0.180  -0.759
C: -1.831 -2.771 0.574  0.177
Br: -2.346 -1.500 1.884  -0.087
C: -2.713 -3.679 0.148  -0.943
C: -2.438 -4.670 -0.899  0.336
C: -2.922 -5.972 -0.754  -0.519
C: -2.655 -6.928 -1.718  -0.515
C: -1.922 -6.591 -2.849  -0.428
C: -1.467 -5.293 -3.020  -0.732
C: -1.723 -4.334 -2.051  -0.147
H: 2.853 0.694 0.450  0.298
H: 6.228 0.111 0.942  0.466
H: 7.545 -1.297 -0.617  0.400
H: 6.412 -2.491 -2.470  0.420
H: 3.960 -2.294 -2.721  0.377
H: 1.927 -1.359 -2.146  0.487
H: 1.938 -2.908 -0.290  0.305
H: -0.004 -3.788 0.003  0.614
H: -3.701 -3.688 0.594  0.471
H: -3.501 -6.233 0.123  0.440
H: -3.024 -7.937 -1.592  0.390
H: -1.725 -7.338 -3.607  0.391
H: -0.926 -5.020 -3.917  0.417
H: -1.416 -3.307 -2.210  0.551
Se: -1.820 0.007 -1.564  -0.201
C: -2.747 1.680 -1.383  0.261
C: -3.223 2.099 -0.145  -0.044
C: -3.876 3.317 -0.022  -0.649
C: -4.074 4.121 -1.137  -0.483
C: -3.631 3.689 -2.380  -0.665
C: -2.974 2.473 -2.504  -0.461
H: -3.093 1.464 0.724  0.269
H: -4.244 3.631 0.947  0.451
H: -4.592 5.067 -1.042  0.446
H: -3.810 4.294 -3.260  0.415
H: -2.645 2.132 -3.478  0.459
C: 1.880 -1.064 5.007  -0.934
N: 1.142 -0.298 4.014  0.131
C: 0.225 0.699 4.268  -0.695
C: -0.202 1.143 3.061  -0.724
N: 0.432 0.418 2.070  0.755
C: 1.229 -0.440 2.691  -0.428
H: 2.315 -0.386 5.737  0.358
H: 2.679 -1.605 4.508  0.323
H: 1.218 -1.768 5.507  0.342
H: -0.023 1.002 5.270  0.454
H: -0.889 1.934 2.824  0.486
H: 1.892 -1.135 2.201  0.268
C: -1.740 6.441 1.227  -0.977
C: -0.473 5.649 1.548  -0.491
C: -0.220 4.553 0.565  0.248
N: -0.189 3.308 0.866  -0.655
N: 0.050 2.495 -0.218  0.826
C: 0.199 3.163 -1.343  0.042
N: 0.462 2.594 -2.526  -0.210
S: 0.044 4.866 -1.130  -0.153
H: -1.906 7.207 1.983  0.396
H: -2.610 5.785 1.201  0.157
H: -1.668 6.939 0.259  0.345
H: -0.547 5.176 2.527  0.268
H: 0.393 6.314 1.574  0.304
H: 0.335 1.594 -2.604  0.100
H: 0.402 3.141 -3.366  0.266

Results
* frontier orbital gap (alpha / beta): 7.78 / 7.66 eV
* net charge: +1
* 2S+1: 3
* lowest unoccupied orbital energy (alpha / beta): -2.650 / -2.847 eV
* DFT total energy: -8013.69254 Ha

Record 2
Below is 2 unconnected molecules or ions with the total composition C2H2F3NO, with properties calculated with the ωB97M-V functional and the def2-TZVPD basis.

Last column: Mulliken charge in e.
Geometry (Å):
C: -1.216 -1.085 -0.323  0.247
C: 0.784 1.074 0.576  0.059
N: -0.493 -1.471 -1.152  0.582
O: 0.394 -1.657 -1.929  -0.632
F: -2.354 -1.014 0.275  -0.173
F: 0.909 0.106 1.530  -0.231
F: -0.413 1.627 0.661  -0.223
H: 0.846 0.710 -0.421  0.165
H: 1.542 1.709 0.784  0.207

Results
* frontier orbital gap: 10.26 eV
* lowest unoccupied orbital energy: 0.086 eV
* DFT total energy: -506.83090 Ha

Record 3
Below is a molecular structure, C5H8N2, with properties calculated with the ωB97M-V functional and the def2-TZVPD basis.

Last column: Mulliken charge in e.
Geometry (Å):
C: -2.007 -0.482 0.258  -0.751
N: -0.705 -0.134 -0.284  0.471
C: -0.171 -0.610 -1.448  0.058
C: 1.008 0.016 -1.838  -0.877
C: 1.556 0.225 1.168  -0.667
C: 1.067 0.963 -0.808  -0.347
N: 0.044 0.874 0.198  -0.536
H: -2.620 0.415 0.192  0.311
H: -1.933 -0.841 1.287  0.276
H: -2.485 -1.285 -0.326  0.253
H: -0.792 -1.370 -1.920  0.330
H: 2.571 0.621 1.012  0.362
H: 1.592 -0.878 1.192  0.273
H: 1.141 0.659 2.061  0.305
H: 1.734 1.826 -0.744  0.539

Results
* frontier orbital gap: 7.66 eV
* lowest unoccupied orbital energy: 0.250 eV
* DFT total energy: -304.61903 Ha